Record 1
A gas-phase ion, C2H6N3 (charge +1) at a distorted geometry. Source: OMol25; level of theory: wB97M-V/def2-TZVPD.

Structure (ORCA input):
```
! wB97M-V def2-TZVPD RIJCOSX def2/J DEFGRID3
* xyz 1 1
N -1.217 1.149 0.062
C -0.418 -0.050 -0.137
N -1.000 -1.225 0.039
C 0.873 0.122 -0.479
N 1.992 0.147 0.139
H -0.876 1.955 -0.337
H -2.141 0.922 0.161
H -0.214 -2.022 -0.049
H -1.986 -1.433 -0.258
H 2.771 0.605 -0.294
H 2.214 -0.171 1.155
*
```

## Properties
- SMILES: NC(N)=C=[NH2+]
- Frontier orbital gap: 9.51 eV
- HOMO level: -14.042 eV

***

Record 2
A gas-phase ion, C27H35N4O5S2 (charge +1) at a distorted geometry. Source: OMol25; level of theory: wB97M-V/def2-TZVPD.

Structure (ORCA input):
```
! wB97M-V def2-TZVPD RIJCOSX def2/J DEFGRID3
* xyz 1 1
C -2.147 -0.964 2.333
C -3.451 -1.142 1.561
C -4.008 0.164 0.993
C -5.446 0.009 0.494
C -5.765 1.121 -0.498
C -4.959 0.899 -1.778
C -3.586 0.298 -1.458
N -3.131 0.665 -0.104
S -2.762 2.560 0.016
O -3.457 2.956 1.188
O -3.111 3.072 -1.259
C -1.010 2.448 0.254
C -0.167 2.602 -0.833
C 1.190 2.408 -0.652
C 1.671 2.015 0.594
C 3.133 1.750 0.816
O 3.936 2.635 0.953
N 3.454 0.414 0.974
C 4.820 0.070 1.338
C 5.636 -0.426 0.145
C 5.755 0.628 -0.957
N 4.489 0.928 -1.616
C 4.069 -0.137 -2.506
C 4.591 2.186 -2.334
C 2.570 -0.571 0.664
N 1.463 -0.373 0.037
C 0.735 -1.511 -0.101
C -0.504 -1.574 -0.750
C -1.117 -2.797 -0.754
C -0.538 -3.937 -0.169
C 0.689 -3.906 0.446
C 1.314 -2.662 0.475
S 2.852 -2.246 1.173
O -1.382 -4.994 -0.323
C -2.479 -4.526 -1.073
O -2.347 -3.125 -1.260
C 0.815 1.953 1.694
C -0.540 2.166 1.525
H -2.286 -0.269 3.157
H -1.333 -0.604 1.704
H -1.836 -1.919 2.749
H -3.314 -1.860 0.750
H -4.203 -1.552 2.237
H -3.988 0.939 1.766
H -5.581 -0.962 0.014
H -6.119 0.055 1.350
H -5.511 2.085 -0.053
H -6.828 1.132 -0.728
H -5.488 0.209 -2.436
H -4.843 1.844 -2.306
H -2.846 0.659 -2.174
H -3.617 -0.794 -1.517
H -2.205 0.251 0.044
H -0.580 2.874 -1.791
H 1.879 2.515 -1.472
H 5.271 0.979 1.741
H 4.788 -0.695 2.121
H 5.202 -1.346 -0.247
H 6.638 -0.662 0.503
H 6.510 0.292 -1.689
H 6.114 1.555 -0.505
H 3.103 0.121 -2.938
H 3.950 -1.066 -1.951
H 4.786 -0.311 -3.323
H 5.422 2.195 -3.052
H 4.737 2.993 -1.616
H 3.669 2.364 -2.886
H -0.897 -0.711 -1.260
H 1.132 -4.786 0.878
H -3.413 -4.736 -0.534
H -2.501 -5.026 -2.054
H 1.206 1.719 2.672
H -1.228 2.127 2.354
*
```

## Properties
- SMILES: CC[C@@H]1CCCC[N@H+]1S(=O)(=O)c1ccc(C(=O)N(CCCN(C)C)c2nc3cc4c(cc3s2)OCO4)cc1
- Frontier orbital gap: 7.29 eV
- HOMO level: -10.414 eV

***

Record 3
C19H22F4N2O2S in the gas phase. Source: OMol25; level of theory: wB97M-V/def2-TZVPD.

Structure (ORCA input):
```
! wB97M-V def2-TZVPD RIJCOSX def2/J DEFGRID3
* xyz 0 1
C -1.029 1.727 1.679
C -0.785 0.898 0.434
F -1.994 0.371 -0.004
C -0.149 1.740 -0.696
O 1.044 1.926 -0.693
N -0.987 2.164 -1.702
C -0.710 1.744 -3.090
C -0.857 0.239 -3.296
N -2.234 -0.188 -3.095
C -2.619 -1.430 -2.666
O -3.803 -1.677 -2.499
C -1.572 -2.513 -2.477
C -1.965 -3.425 -1.317
C -0.922 -4.505 -1.071
S -0.722 -5.617 -2.485
C -0.368 -4.357 -3.732
C -1.442 -3.281 -3.802
C -3.339 0.713 -3.430
C -2.909 1.930 -4.204
C -3.797 2.556 -5.073
C -3.424 3.707 -5.746
C -2.154 4.241 -5.564
C -1.264 3.618 -4.706
C -1.640 2.468 -4.025
C 0.101 -0.319 0.753
F -0.578 -1.175 1.531
F 0.449 -0.988 -0.359
F 1.212 0.025 1.399
H -0.098 2.188 2.002
H -1.751 2.509 1.447
H -1.425 1.102 2.477
H -1.958 1.982 -1.480
H 0.322 2.018 -3.310
H -0.501 0.008 -4.307
H -0.208 -0.271 -2.590
H -0.596 -2.084 -2.249
H -2.081 -2.823 -0.411
H -2.934 -3.879 -1.530
H 0.047 -4.061 -0.826
H -1.213 -5.140 -0.234
H 0.608 -3.910 -3.523
H -0.290 -4.888 -4.681
H -2.407 -3.734 -4.041
H -1.195 -2.582 -4.608
H -4.085 0.151 -3.993
H -3.846 1.017 -2.506
H -4.784 2.134 -5.223
H -4.121 4.186 -6.422
H -1.860 5.137 -6.095
H -0.269 4.022 -4.560
*
```

## Properties
- SMILES: C[C@@](F)(C(=O)N[C@H]1CN(C(=O)C2CCSCC2)Cc2ccccc21)C(F)(F)F
- Frontier orbital gap: 9.09 eV
- HOMO level: -8.467 eV

***

Record 4
2 unconnected molecules or ions with the total composition C20H41FN3O7S2Si at a distorted geometry. Source: OMol25; level of theory: wB97M-V/def2-TZVPD.

Structure (ORCA input):
```
! wB97M-V def2-TZVPD RIJCOSX def2/J DEFGRID3
* xyz 1 1
C 2.549 0.804 4.758
C 1.549 -0.379 5.242
C 0.959 -1.030 3.904
C -0.311 -1.969 4.121
C -0.798 -2.647 2.730
C -1.227 -1.549 1.649
C -0.197 -1.406 0.411
C -0.686 -2.392 -0.747
C -0.380 -3.955 -0.451
C -0.071 -4.759 -1.818
C 1.472 -5.056 -2.042
O 2.132 -5.956 -1.511
O 2.187 -4.158 -2.912
O 1.139 -1.740 0.854
C 2.076 -1.732 -0.239
N 1.920 -0.584 -1.187
C 1.162 0.433 -0.431
N 1.767 1.580 -0.205
S 0.977 2.824 0.728
Si 3.470 1.925 -0.824
C 3.928 3.782 -0.510
C 3.661 1.660 -2.705
C 4.710 0.910 0.237
N -0.168 0.055 0.045
S -1.419 0.532 -1.034
O -1.117 0.218 -2.480
O -1.591 2.030 -0.959
F -2.905 -0.094 -0.551
H 1.941 1.626 4.257
H 3.227 1.176 5.591
H 3.196 0.325 3.934
H 2.237 -1.169 5.707
H 0.761 -0.012 5.973
H 0.750 -0.208 3.126
H 1.794 -1.670 3.434
H -0.166 -2.744 4.938
H -1.206 -1.325 4.457
H -1.758 -3.216 3.010
H -0.072 -3.433 2.354
H -2.230 -1.889 1.207
H -1.375 -0.522 2.131
H -1.816 -2.343 -0.949
H -0.205 -2.183 -1.772
H -1.369 -4.394 -0.065
H 0.395 -4.124 0.358
H -0.452 -4.203 -2.747
H -0.604 -5.776 -1.829
H 3.025 -3.915 -2.451
H 2.101 -2.728 -0.787
H 3.116 -1.614 0.238
H 1.439 -0.845 -2.059
H 1.574 2.784 1.982
H 5.078 3.822 -0.489
H 3.589 4.135 0.528
H 3.582 4.464 -1.350
H 3.076 0.783 -3.130
H 3.353 2.573 -3.332
H 4.769 1.418 -2.905
H 4.716 -0.158 -0.151
H 5.762 1.362 0.218
H 4.298 0.920 1.310
O -8.020 3.787 -1.361
C -7.024 3.512 -1.984
O -6.071 2.743 -1.422
C -4.953 2.195 -2.134
C -3.805 3.182 -2.188
C -6.781 4.096 -3.347
H -5.252 1.844 -3.124
H -4.641 1.311 -1.575
H -4.081 4.089 -2.731
H -2.939 2.737 -2.679
H -3.520 3.490 -1.181
H -6.321 5.080 -3.240
H -7.742 4.203 -3.852
H -6.166 3.469 -3.990
*
```

## Properties
- Frontier orbital gap: 5.94 eV
- HOMO level: -11.584 eV

***

Record 5
A gas-phase ion, C7H12N5 (charge +1) at a distorted geometry. Source: OMol25; level of theory: wB97M-V/def2-TZVPD.

Structure (ORCA input):
```
! wB97M-V def2-TZVPD RIJCOSX def2/J DEFGRID3
* xyz 1 1
H 1.730 -2.785 0.503
N 0.870 -2.298 0.414
N 0.819 -1.113 0.141
C -0.191 -0.294 -0.024
C -1.571 -0.168 0.069
C -2.136 1.184 -0.081
N -3.386 1.461 -0.246
C -4.227 0.437 -0.146
N -3.894 -0.827 -0.016
N -2.545 -1.113 0.050
C 2.120 -0.336 -0.054
C 2.558 0.457 1.213
C 2.044 0.589 -1.293
H 0.239 0.741 -0.293
H -1.508 2.073 0.149
H -5.346 0.563 -0.238
H -2.333 -2.028 0.221
H 2.830 -1.159 -0.237
H 3.287 0.028 1.987
H 2.888 1.376 0.750
H 1.595 0.694 1.837
H 1.397 0.402 -2.149
H 3.072 0.602 -1.692
H 1.687 1.513 -0.866
*
```

## Properties
- SMILES: [H]/N=[N+](/C=C1/C=NC=NN1)C(C)C
- Frontier orbital gap (spin up / spin down): 7.52 / 7.52 eV
- HOMO level (spin up / spin down): -12.772 / -12.770 eV